(1)
The following is a quantum chemistry calculation of the molecule C2HN3O2 in a non-equilibrium geometry, from the OMol25 dataset.

Each line ends with the Mulliken charge.
Positions of all 8 atoms, in Å:
O 0.7562 -2.0674 0.6092  -0.470
C 0.5970 -0.8359 1.0602  0.045
C -0.1110 -0.0251 0.0814  0.480
N -1.0464 -0.4309 -0.8017  -0.149
N -1.0379 0.5642 -1.6087  -0.096
O -0.3355 1.7415 -1.1188  0.010
N 0.2694 1.3147 -0.1221  -0.166
H 0.9082 -0.2610 1.9006  0.345

Cartesian forces (eV/Å) of the 2 atoms listed first:
O -0.221 5.807 3.698
C -0.387 -5.936 -4.641

largest force on an atom = 7.5 eV Å⁻¹
HOMO-LUMO gap = 10.0 eV
total charge = 0
energy relative to the best compared isomer or geometry (same formula, charge and spin) = 138.1 kcal per mole
SMILES string = O=Cc1nnon1
calculated total energy = -391.38073 Ha



(2)
The following is a quantum chemistry calculation of a cluster of 7 separate species, C32H60BN7OS in total in a non-equilibrium geometry, from the OMol25 dataset.

Each line ends with the Mulliken charge.
Positions of all 102 atoms, in Å:
C 6.4877 0.6153 -4.1591  -0.977
B 5.4631 -0.1711 -3.2788  0.226
S 6.1016 -1.4800 -2.1882  -0.286
C 3.8961 0.0569 -3.2743  -0.589
C 3.3838 1.1349 -4.2267  -0.792
C 1.8834 1.4285 -4.0520  -0.596
C 1.0700 0.2729 -4.6295  -0.675
N -0.3889 0.4126 -4.4435  0.053
C -0.7366 0.6563 -3.0368  -0.990
C -1.0415 -0.7085 -4.9942  0.544
C -2.5104 -0.9432 -4.6912  -0.832
O -0.4665 -1.4749 -5.7728  -0.643
H 6.0611 1.4716 -4.6690  0.330
H 7.3501 0.9392 -3.5790  0.316
H 6.8797 -0.0599 -4.9221  0.343
H 4.9756 -2.0143 -1.6942  0.048
H 3.5833 0.3178 -2.2608  0.315
H 3.4547 -0.9176 -3.4847  0.276
H 3.5905 0.8646 -5.2621  0.419
H 3.9141 2.0672 -4.0386  0.396
H 1.6541 2.3261 -4.6224  0.242
H 1.7117 1.5621 -2.9895  0.332
H 1.3857 -0.6532 -4.1486  0.350
H 1.3058 0.2278 -5.6845  0.402
H -0.3804 -0.1626 -2.4059  0.366
H -0.2893 1.5767 -2.6840  0.372
H -1.8011 0.7849 -2.9128  0.224
H -2.8196 -0.6461 -3.7025  0.185
H -2.6473 -2.0183 -4.7517  0.299
H -3.1263 -0.5081 -5.4721  0.254
C 6.5889 -3.4230 3.3983  -0.919
C 5.9652 -4.2856 2.3088  -0.740
C 5.7100 -3.5146 1.0083  -0.290
C 4.7842 -2.4002 1.2306  0.264
N 4.0553 -1.5357 1.4311  -0.490
H 5.9269 -2.6029 3.6837  0.381
H 6.7836 -4.0178 4.2892  0.173
H 7.5374 -2.9965 3.0660  0.319
H 5.0253 -4.7061 2.6709  0.323
H 6.6265 -5.1251 2.0896  0.339
H 5.2820 -4.1746 0.2531  0.349
H 6.6445 -3.1143 0.6120  0.299
C -6.8057 2.4047 -1.5504  -1.327
C -5.5751 2.6132 -2.4261  0.115
C -5.4303 1.5472 -3.5167  -0.299
C -5.2910 0.2160 -2.9254  0.213
N -5.1812 -0.8242 -2.4492  -0.673
H -6.7557 1.4568 -1.0116  0.337
H -6.8807 3.1992 -0.8082  0.389
H -7.7224 2.4102 -2.1442  0.340
H -4.6817 2.6138 -1.8049  -0.149
H -5.6310 3.5936 -2.9008  0.415
H -4.5446 1.7442 -4.1227  0.333
H -6.2968 1.5400 -4.1811  0.449
C -3.3019 1.1192 1.8971  -1.021
C -1.9599 1.8316 2.0062  -0.561
C -2.0465 3.3323 1.6880  -0.143
C -2.5233 3.5243 0.3165  0.106
N -2.8914 3.6712 -0.7618  -0.523
H -3.7034 1.1767 0.8831  0.195
H -3.1939 0.0629 2.1442  0.341
H -4.0295 1.5546 2.5808  0.296
H -1.2507 1.3697 1.3142  0.438
H -1.5611 1.7022 3.0075  0.361
H -1.0630 3.7955 1.7790  0.354
H -2.7222 3.8423 2.3648  0.125
C -7.5236 -4.8223 -5.6307  -1.258
C -6.5788 -3.6938 -5.2332  -0.490
C -7.2578 -2.6136 -4.3837  0.325
C -8.3593 -1.9856 -5.1177  0.274
N -9.2122 -1.4881 -5.7046  -0.478
H -8.3432 -4.4552 -6.2498  0.351
H -6.9932 -5.5819 -6.2050  0.346
H -7.9516 -5.3041 -4.7496  0.320
H -6.1608 -3.2376 -6.1325  0.300
H -5.7428 -4.1032 -4.6639  0.345
H -6.5412 -1.8425 -4.1110  -0.448
H -7.6522 -3.0430 -3.4621  0.382
C 7.8733 -1.5892 7.0196  -1.017
C 7.1879 -2.5419 7.9924  -0.418
C 8.0033 -3.8130 8.2568  -0.413
C 8.2162 -4.5667 7.0198  0.268
N 8.3663 -5.1594 6.0482  -0.430
H 8.0033 -2.0481 6.0385  0.233
H 7.2765 -0.6878 6.8829  0.319
H 8.8560 -1.2901 7.3888  0.333
H 6.2068 -2.8166 7.6010  0.278
H 7.0215 -2.0338 8.9436  0.308
H 7.4868 -4.4597 8.9659  0.273
H 8.9775 -3.5631 8.6791  0.285
C -2.3876 6.5785 5.6521  -0.987
C -3.3039 5.8147 6.6014  -0.417
C -2.8880 4.3502 6.7826  -0.490
C -2.9241 3.6294 5.5090  0.150
N -2.9626 3.0657 4.5089  -0.281
H -2.4129 6.1550 4.6470  0.224
H -2.6989 7.6196 5.5758  0.319
H -1.3544 6.5607 6.0033  0.301
H -4.3291 5.8564 6.2300  0.297
H -3.2988 6.2980 7.5793  0.304
H -3.5568 3.8438 7.4783  0.292
H -1.8757 4.2861 7.1840  0.268

Cartesian forces (eV/Å) of the 2 atoms listed first:
C 0.100 -0.200 0.148
B -0.606 -0.242 0.385

largest force on an atom = 1.5 eV Å⁻¹
HOMO-LUMO gap = 9.7 eV
total charge = 0
energy relative to the best compared isomer or geometry (same formula, charge and spin) = 0.0 kcal per mole
SMILES string = CB(S)CCCCN(C)C(C)=O.CCCC#N.CCCC#N.CCCC#N.CCCC#N.CCCC#N.CCCC#N
calculated total energy = -2136.87478 Ha



(3)
The following is a quantum chemistry calculation of a cluster of 13 separate species, C13H52N6O13 in total in a non-equilibrium geometry, from the OMol25 dataset.

Each line ends with the Mulliken charge.
Positions of all 84 atoms, in Å:
C 2.5991 -10.2782 -15.3273  -0.424
O 3.9127 -10.7131 -15.0290  -0.490
H 2.2520 -9.5921 -14.5547  0.152
H 2.5505 -9.5793 -16.1623  0.229
H 2.0427 -11.1785 -15.5882  0.216
H 4.1585 -10.2987 -14.1987  0.318
C 2.8622 -4.5763 -15.6683  -0.444
O 1.9727 -3.4966 -16.0312  -0.515
H 2.2428 -5.4609 -15.5203  0.229
H 3.6821 -4.6735 -16.3799  0.250
H 3.4137 -4.3321 -14.7604  0.181
H 1.7424 -3.5783 -16.9596  0.299
C 5.3498 -7.7269 -5.4018  -0.413
O 6.2111 -8.6068 -4.7260  -0.513
H 5.9405 -6.9873 -5.9424  0.194
H 4.6999 -8.3075 -6.0565  0.165
H 4.7805 -7.2041 -4.6333  0.247
H 6.3220 -8.2537 -3.8402  0.316
C 11.6175 -6.7627 -8.9175  -0.639
O 10.3222 -6.6178 -8.4610  -0.461
H 12.2989 -7.5049 -8.5018  0.279
H 11.4022 -7.1817 -9.9005  0.279
H 12.1705 -5.8389 -9.0876  0.251
H 9.8885 -7.4740 -8.4412  0.284
C -0.3490 -7.8371 -11.3332  -0.542
O -0.0878 -7.9107 -9.9895  -0.471
H -0.2325 -8.8553 -11.7046  0.225
H -1.3863 -7.6692 -11.6230  0.304
H 0.3028 -7.1119 -11.8205  0.209
H -0.7921 -8.4787 -9.6689  0.278
C 8.8050 -8.0516 -17.8554  -0.554
O 8.5955 -7.4457 -16.6189  -0.473
H 8.2854 -9.0095 -17.8766  0.269
H 8.1867 -7.5066 -18.5688  0.221
H 9.8434 -8.0903 -18.1846  0.221
H 8.5905 -8.1401 -15.9559  0.316
C 7.7143 -2.0624 -15.0808  -0.561
O 7.8747 -3.2739 -14.3613  -0.471
H 6.8531 -2.1658 -15.7409  0.230
H 7.4567 -1.2244 -14.4332  0.242
H 8.5443 -1.7388 -15.7089  0.267
H 7.9987 -3.9670 -15.0139  0.292
C 4.7978 -1.1391 -8.5570  -0.649
O 4.9822 -2.0154 -9.6410  -0.477
H 5.2486 -1.4630 -7.6189  0.268
H 5.1487 -0.1593 -8.8807  0.293
H 3.7575 -1.0012 -8.2624  0.260
H 5.8919 -2.3221 -9.6424  0.294
C 5.3003 -6.9818 -11.2845  -0.573
O 4.5407 -8.1310 -10.9187  -0.460
H 5.9434 -7.1377 -12.1506  0.231
H 4.5975 -6.1718 -11.4799  0.289
H 5.9454 -6.7985 -10.4252  0.237
H 3.9338 -7.8438 -10.2325  0.274
C 2.5887 -12.4342 -9.5807  -0.447
O 2.6008 -13.7887 -9.2194  -0.527
H 1.5678 -12.0605 -9.5009  0.211
H 3.0855 -11.8616 -8.7975  0.238
H 2.9735 -12.2523 -10.5842  0.224
H 3.5054 -14.1015 -9.1457  0.302
C 9.1788 -10.6725 -11.1299  0.728
O 8.9847 -10.1184 -12.1714  -0.654
N 8.2293 -10.7737 -10.2364  -0.440
N 10.2842 -11.1761 -10.7351  -0.398
H 8.2602 -11.5417 -9.5811  0.187
H 7.3782 -10.3113 -10.5223  0.202
H 10.2987 -11.6750 -9.8570  0.158
H 11.1294 -11.0905 -11.2814  0.225
C 1.2227 -4.2345 -6.2147  0.678
O 1.8164 -3.3996 -5.5859  -0.654
N 0.1383 -4.8486 -5.9008  -0.371
N 1.6476 -4.6861 -7.3631  -0.334
H -0.3763 -4.5273 -5.0934  0.210
H -0.1623 -5.6683 -6.4088  0.158
H 2.4057 -4.2312 -7.8514  0.194
H 1.1027 -5.3164 -7.9339  0.116
C 9.8764 -1.5285 -8.8984  0.641
O 10.3225 -0.5519 -9.4031  -0.646
N 9.3627 -2.5068 -9.5372  -0.370
N 9.6551 -1.6841 -7.6401  -0.330
H 9.5231 -2.6590 -10.5227  0.221
H 9.4296 -3.3593 -8.9998  0.164
H 9.8951 -1.0548 -6.8874  0.201
H 9.3056 -2.5950 -7.3792  0.130

Cartesian forces (eV/Å) of the 2 atoms listed first:
C 0.333 0.600 -0.329
O 0.312 0.235 0.084

largest force on an atom = 7.3 eV Å⁻¹
HOMO-LUMO gap = 9.5 eV
total charge = 0
energy relative to the best compared isomer or geometry (same formula, charge and spin) = 117.3 kcal per mole
calculated total energy = -1832.94151 Ha



(4)
The following is a quantum chemistry calculation of the molecule C23H29N7O3, from the OMol25 dataset.

Each line ends with the Mulliken charge.
Positions of all 62 atoms, in Å:
C 5.3833 -4.1298 -6.2401  -0.847
O 5.2159 -3.6437 -4.9324  -0.449
C 4.1098 -2.8903 -4.6565  0.772
C 3.1202 -2.5573 -5.5733  -0.340
C 2.0426 -1.7850 -5.1774  -1.042
C 1.9244 -1.3285 -3.8680  0.122
N 0.8173 -0.5544 -3.5434  -0.005
C 0.4447 0.0242 -2.3769  0.363
N -0.6929 0.7230 -2.4588  -0.719
C -1.0604 1.3321 -1.3320  -0.054
N -2.2068 2.0340 -1.3748  -0.047
C -2.8261 2.6418 -0.2284  -0.420
C -4.0078 1.8376 0.3658  -0.981
N -3.7184 0.6087 1.0673  0.056
C -3.3949 -0.5411 0.2423  -0.049
C -3.4280 -1.7847 1.1337  -0.787
O -2.4994 -1.6838 2.1871  -0.425
C -2.7664 -0.5458 2.9735  -0.905
C -2.7377 0.7311 2.1333  -0.436
N -0.3807 1.2966 -0.1820  -0.008
C 0.6968 0.5219 -0.1996  0.093
N 1.4108 0.3214 0.9337  -0.060
C 1.1358 0.7805 2.2201  0.326
C 1.5399 0.0107 3.3112  -0.685
C 1.2812 0.4290 4.5968  -0.701
C 0.6112 1.6306 4.8318  0.789
O 0.3899 1.9432 6.1428  -0.478
C -0.2789 3.1431 6.4396  -0.811
C 0.2298 2.4109 3.7477  -0.324
C 0.4981 1.9915 2.4557  -0.526
N 1.1597 -0.1331 -1.2687  -0.397
C 2.9192 -1.6645 -2.9507  -0.072
C 3.9923 -2.4331 -3.3436  -0.721
H 5.4647 -3.3143 -6.9667  0.330
H 6.3150 -4.6936 -6.2287  0.238
H 4.5633 -4.7947 -6.5318  0.330
H 3.1723 -2.8895 -6.5981  0.388
H 1.2808 -1.5331 -5.9021  0.322
H 0.1701 -0.3615 -4.2961  0.261
H -2.7337 1.9515 -2.2296  0.284
H -2.0497 2.7682 0.5251  0.094
H -3.2043 3.6273 -0.5205  0.426
H -4.5133 2.4971 1.0801  0.403
H -4.7160 1.5996 -0.4334  0.414
H -4.1403 -0.6369 -0.5504  0.529
H -2.3953 -0.4692 -0.2107  -0.137
H -3.1527 -2.6754 0.5662  0.396
H -4.4431 -1.9069 1.5424  0.365
H -1.9906 -0.5148 3.7411  0.379
H -3.7547 -0.6495 3.4481  0.377
H -2.9981 1.5869 2.7597  0.493
H -1.7198 0.8647 1.7382  0.189
H 2.1025 -0.4104 0.8486  0.207
H 2.0534 -0.9249 3.1444  0.368
H 1.5847 -0.1638 5.4449  0.419
H -1.2875 3.1583 6.0129  0.312
H -0.3482 3.1814 7.5257  0.238
H 0.2794 4.0151 6.0832  0.327
H -0.2724 3.3546 3.8906  0.411
H 0.2108 2.6065 1.6199  0.402
H 2.8318 -1.3120 -1.9378  0.594
H 4.7666 -2.6971 -2.6408  0.411

Cartesian forces (eV/Å) of the 2 atoms listed first:
C 0.019 -0.063 -0.176
O -0.078 0.124 0.267

largest force on an atom = 0.6 eV Å⁻¹
HOMO-LUMO gap = 8.4 eV
total charge = 0
energy relative to the best compared isomer or geometry (same formula, charge and spin) = 40.3 kcal per mole
SMILES string = COc1ccc(Nc2nc(NCCN3CCOCC3)nc(Nc3ccc(OC)cc3)n2)cc1
calculated total energy = -1502.88861 Ha